# 1
{
  "formula": "C5H7BFNO2",
  "method": "ωB97M-V/def2-TZVPD",
  "e_above_lowest_ev": 0.764,
  "e_lumo_ev": -0.10,
  "molar_mass_g_mol": 142.93,
  "total_energy_ev": -14279.386,
  "spin_multiplicity": 1,
  "homo_energy_ev": -9.56,
  "elements": ["B", "C", "C", "C", "C", "C", "N", "O", "O", "F", "H", "H", "H", "H", "H", "H", "H"],
  "coordinates": [[1.94152, 0.12073, 0.05553], [-1.84039, -0.15507, -1.20578], [-2.50999, 0.06643, 0.03084], [-0.42599, -0.17634, -1.24795], [-1.69236, 0.06676, 1.09535], [0.26990, -0.10025, -0.09467], [-0.37789, -0.09793, 1.06815], [2.73887, -0.14217, -1.06849], [2.32795, -0.15513, 1.41524], [1.43104, 1.57881, 0.23472], [-2.24432, -0.31966, -2.17494], [-3.51584, -0.16686, 0.32727], [0.01065, -0.69838, -2.07077], [-2.09199, -0.10307, 2.01009], [0.23382, -0.10095, 1.87189], [2.49879, 0.39996, -1.83640], [3.24623, -0.01689, 1.58991]],
  "atomic_forces_ev_per_a": [[-2.30, 1.60, 1.07], [1.57, 0.67, 0.44], [0.76, -0.86, -1.59], [-3.47, -1.01, -0.41], [0.77, -0.68, 0.23], [3.44, -1.42, 1.33], [0.15, 0.99, -1.18], [0.22, 0.24, 0.02], [-0.47, -1.25, -0.83], [1.03, 0.77, -1.03], [-1.20, -0.22, -0.30], [-0.61, 0.55, -0.87], [0.58, 0.66, -0.85], [-1.31, 0.12, 2.90], [-0.05, 0.01, 0.47], [0.09, -0.24, 0.54], [0.77, 0.08, 0.08]],
  "lowdin_charge": [-0.8828, 0.0120, -0.0290, -0.0062, -0.0768, -0.0931, 0.1553, 0.1174, 0.0835, -0.0484, 0.0989, 0.1104, 0.1188, 0.1041, 0.1634, 0.0969, 0.0756]
}

=====

# 2
{
  "formula": "C43H40Cl3N5O5TeW",
  "method": "ωB97M-V/def2-TZVPD",
  "s_squared": 0.755,
  "e_above_lowest_ev": 0.000,
  "e_lumo_ev": [-2.97, -2.93],
  "charge": 1,
  "molar_mass_g_mol": 1124.62,
  "total_energy_ev": -109613.675,
  "spin_multiplicity": 2,
  "homo_energy_ev": [-9.52, -9.10],
  "elements": ["W", "N", "C", "C", "C", "C", "C", "N", "C", "C", "C", "C", "C", "N", "H", "H", "H", "H", "H", "H", "H", "H", "H", "O", "C", "O", "C", "C", "C", "C", "C", "N", "H", "H", "H", "H", "Cl", "C", "Cl", "Cl", "C", "O", "O", "C", "C", "C", "C", "C", "C", "Te", "N", "C", "O", "C", "C", "C", "C", "C", "C", "C", "C", "C", "C", "C", "C", "C", "C", "C", "C", "C", "C", "H", "H", "H", "H", "H", "H", "H", "H", "H", "H", "H", "H", "H", "H", "H", "H", "H", "H", "H", "H", "H", "H", "H", "H", "H", "H", "H"],
  "coordinates": [[-0.05973, 0.11783, 1.55192], [1.55101, -1.51164, 3.90643], [1.20117, -0.23614, 4.36633], [1.64536, 0.14851, 5.62815], [1.34106, 1.40557, 6.09849], [0.57385, 2.25229, 5.30759], [0.18292, 1.80843, 4.06898], [0.50382, 0.59280, 3.58137], [0.71181, -2.41602, 3.28904], [0.84432, -3.77741, 3.55525], [-0.09981, -4.64257, 3.04820], [-1.19850, -4.13417, 2.37141], [-1.22978, -2.77644, 2.12597], [-0.22316, -1.94506, 2.45109], [2.30926, -1.93318, 4.41869], [2.21574, -0.54987, 6.22507], [1.68166, 1.71808, 7.07615], [0.29227, 3.24098, 5.63776], [-0.40230, 2.43605, 3.41009], [1.65127, -4.12645, 4.18436], [-0.02434, -5.70373, 3.24290], [-2.02150, -4.76511, 2.06696], [-3.00980, -2.80637, 1.09540], [-2.62091, 3.10255, 0.22578], [-1.64187, 2.43594, 0.46478], [-1.64147, 1.14709, 0.69153], [-0.26754, 3.00130, 0.54545], [-0.00001, 4.31369, 0.21809], [1.30440, 4.76454, 0.30167], [2.27420, 3.87469, 0.73288], [1.92353, 2.57766, 1.06114], [0.66504, 2.11988, 0.95497], [-0.82489, 4.93752, -0.09667], [1.55935, 5.78435, 0.04640], [3.30827, 4.17390, 0.83318], [2.66049, 1.89751, 1.44740], [3.86595, -2.94256, 1.99266], [4.13141, -1.36238, 1.17680], [5.74905, -0.79447, 1.54940], [3.95510, -1.58034, -0.55619], [3.05770, -0.38600, 1.76301], [3.38187, 0.36156, 2.65399], [1.88692, -0.52576, 1.22342], [3.31575, -4.43114, -4.70789], [2.36628, -3.58365, -3.90789], [2.13505, -3.82959, -2.56331], [1.27789, -3.03308, -1.81097], [1.01292, -3.39693, -0.38032], [0.65162, -1.94419, -2.42114], [-0.64192, -0.73699, -1.24059], [-2.35125, -2.19020, 1.54189], [-2.78054, -0.94385, 1.90552], [-2.06343, -0.23482, 2.63220], [-4.09020, -0.48891, 1.41246], [-4.55710, 0.73615, 1.88314], [-5.75724, 1.24342, 1.41996], [-6.48717, 0.53862, 0.47363], [-6.01856, -0.67516, -0.01392], [-4.82251, -1.18903, 0.45195], [-0.34957, 1.15517, -2.14724], [0.93495, 1.70274, -2.26035], [2.17629, 0.94697, -1.88314], [1.06379, 2.98675, -2.77546], [-0.03853, 3.73494, -3.16827], [0.11983, 5.13198, -3.70090], [-1.29489, 3.15653, -3.06049], [-1.47860, 1.86611, -2.56942], [-2.88498, 1.32999, -2.50635], [0.78947, -1.72746, -3.79999], [0.01859, -0.69113, -4.57465], [1.66575, -2.54489, -4.50684], [3.69112, -5.26753, -4.12029], [4.17218, -3.84270, -5.04154], [2.82918, -4.83097, -5.59828], [2.62650, -4.66742, -2.08049], [1.59518, -4.26984, -0.08816], [-0.04370, -3.64251, -0.23504], [1.26670, -2.57459, 0.28945], [-3.96127, 1.28470, 2.59787], [-6.11498, 2.19671, 1.78328], [-7.42144, 0.94026, 0.10409], [-6.58103, -1.21372, -0.76415], [-4.46718, -2.11898, 0.02476], [2.44303, 0.22086, -2.65515], [2.04237, 0.38691, -0.95886], [3.01966, 1.62721, -1.76089], [2.05719, 3.41412, -2.86517], [1.16038, 5.45269, -3.66935], [-0.47522, 5.84058, -3.12175], [-0.22070, 5.19612, -4.73543], [-2.16904, 3.71959, -3.37002], [-3.48607, 1.77891, -3.29649], [-3.34752, 1.58330, -1.54908], [-2.92308, 0.24764, -2.62332], [-1.01014, -0.60196, -4.22039], [-0.01356, -0.97199, -5.62631], [0.47100, 0.29906, -4.50692], [1.78556, -2.37187, -5.57128]],
  "atomic_forces_ev_per_a": [[-0.15, -0.06, -0.26], [0.02, 0.03, -0.02], [0.04, -0.01, 0.01], [0.00, 0.00, -0.01], [0.00, -0.01, 0.02], [0.00, 0.01, 0.00], [-0.01, 0.01, 0.00], [-0.02, 0.05, 0.05], [-0.02, -0.01, -0.01], [0.02, 0.02, 0.01], [0.00, -0.02, 0.00], [0.00, 0.01, -0.01], [0.01, 0.00, -0.01], [0.03, -0.06, 0.07], [0.01, 0.00, 0.00], [0.00, 0.00, 0.00], [0.00, 0.00, 0.00], [0.00, 0.00, 0.00], [0.00, 0.00, 0.00], [0.00, 0.00, 0.00], [0.00, 0.00, 0.00], [0.00, 0.00, 0.00], [0.01, -0.01, -0.02], [-0.03, -0.01, 0.00], [-0.01, 0.07, -0.01], [0.14, -0.02, 0.15], [0.00, -0.02, -0.01], [-0.01, 0.00, 0.00], [0.01, 0.03, 0.00], [0.02, -0.01, 0.01], [-0.04, 0.03, -0.01], [0.11, 0.08, -0.03], [0.00, -0.01, 0.00], [0.00, 0.00, 0.00], [0.00, 0.00, 0.00], [0.03, -0.02, 0.00], [-0.01, 0.07, -0.04], [0.00, -0.07, 0.08], [0.00, 0.01, 0.00], [0.04, -0.03, -0.01], [-0.01, -0.04, 0.02], [-0.04, 0.00, -0.01], [-0.02, 0.01, 0.06], [0.01, 0.00, 0.00], [0.00, -0.01, 0.01], [-0.02, 0.00, -0.01], [0.01, -0.02, -0.04], [0.00, 0.02, 0.03], [0.00, 0.00, 0.00], [-0.05, 0.03, 0.08], [-0.03, -0.03, 0.02], [-0.03, -0.01, -0.01], [0.00, -0.04, -0.03], [0.03, 0.01, 0.00], [0.01, -0.01, 0.01], [0.00, 0.00, -0.01], [0.00, 0.00, 0.00], [0.00, 0.00, -0.01], [-0.01, -0.01, 0.00], [0.03, -0.03, 0.04], [0.00, -0.01, 0.03], [-0.02, 0.03, -0.01], [0.00, 0.01, -0.01], [0.00, -0.01, 0.00], [0.00, 0.00, 0.00], [0.00, -0.03, -0.04], [0.00, 0.04, -0.01], [0.01, 0.01, -0.01], [0.02, -0.01, -0.01], [-0.01, 0.00, -0.01], [-0.01, 0.02, 0.00], [0.00, 0.00, 0.00], [0.00, 0.00, 0.00], [0.00, 0.00, 0.00], [0.00, 0.01, 0.00], [0.01, 0.00, 0.01], [0.00, -0.01, -0.02], [0.01, -0.01, 0.01], [0.00, 0.00, 0.00], [0.00, 0.00, 0.00], [0.00, 0.00, 0.00], [0.00, 0.00, 0.00], [0.00, 0.00, 0.00], [0.00, -0.01, -0.01], [-0.01, 0.03, -0.02], [0.00, 0.00, 0.00], [0.00, 0.00, 0.00], [0.00, 0.00, 0.00], [0.00, 0.00, 0.00], [0.00, 0.00, 0.00], [0.00, 0.01, 0.00], [-0.02, 0.02, 0.02], [0.00, -0.03, 0.01], [0.00, 0.01, -0.03], [0.02, -0.01, 0.00], [0.00, 0.00, 0.00], [0.00, 0.00, 0.00], [0.00, 0.00, 0.00]],
  "lowdin_charge": [1.4333, 0.1189, -0.2710, 0.0184, -0.0274, -0.0311, -0.0880, -0.0084, -0.2902, -0.0091, -0.0272, 0.0008, -0.2863, 0.0588, 0.1385, 0.1260, 0.1215, 0.1170, 0.1184, 0.1206, 0.1245, 0.1258, 0.1388, 0.1078, -0.5690, -0.3008, -0.1882, 0.0212, -0.0273, -0.0186, -0.0828, -0.0056, 0.1334, 0.1192, 0.1191, 0.0919, 0.6419, -1.4639, 0.6592, 0.7259, -0.7660, 0.0331, -0.2787, -0.0411, -0.2567, -0.0283, -0.3447, -0.1078, -0.3864, 1.5942, 0.1591, -0.3881, -0.0725, -0.1376, 0.0002, -0.0412, -0.0499, -0.0588, -0.0184, -0.4076, -0.3059, -0.0842, -0.0163, -0.2618, -0.0383, -0.0001, -0.3086, -0.0687, -0.2909, -0.0453, -0.0086, 0.0764, 0.0863, 0.0847, 0.1196, 0.0834, 0.0710, 0.0170, 0.1265, 0.1158, 0.1133, 0.1118, 0.1096, 0.0808, 0.0037, 0.0887, 0.1229, 0.0766, 0.0822, 0.0866, 0.1308, 0.0873, 0.0736, 0.0310, 0.0662, 0.0856, 0.0833, 0.1250]
}

=====

# 3
{
  "formula": "C10H15NO",
  "method": "ωB97M-V/def2-TZVPD",
  "e_above_lowest_ev": 0.420,
  "smiles": "Cc1ccccc1.CCC(N)=O",
  "e_lumo_ev": 0.75,
  "molar_mass_g_mol": 165.24,
  "total_energy_ev": -14151.159,
  "spin_multiplicity": 1,
  "homo_energy_ev": -9.13,
  "elements": ["C", "C", "C", "C", "C", "C", "C", "H", "H", "H", "H", "H", "H", "H", "H", "C", "C", "C", "N", "O", "H", "H", "H", "H", "H", "H", "H"],
  "coordinates": [[-0.94168, 1.07645, -3.52822], [-1.24665, -0.03897, -2.53318], [-0.45733, -0.19227, -1.39296], [-0.60224, -1.22595, -0.46951], [-1.53164, -2.19926, -0.80704], [-2.40162, -2.03743, -1.87846], [-2.17704, -1.03643, -2.81602], [0.09399, 1.36236, -3.41994], [-1.61888, 1.90952, -3.37140], [-1.09732, 0.64100, -4.51406], [0.20300, 0.63372, -1.18243], [0.12384, -1.24783, 0.32722], [-1.76622, -3.03736, -0.15419], [-3.16784, -2.78268, -2.01316], [-2.82631, -1.00210, -3.68275], [3.38966, 0.64562, 1.52483], [2.53685, 0.55840, 2.78556], [1.14337, 1.14383, 2.68805], [0.11901, 0.26612, 2.93668], [0.95766, 2.34345, 2.64643], [3.43922, 1.68262, 1.18475], [2.91009, 0.13313, 0.68423], [4.35822, 0.20682, 1.69232], [2.58290, -0.45540, 3.19695], [2.97804, 1.15475, 3.58263], [-0.83445, 0.56098, 2.78648], [0.33151, -0.71092, 3.03358]],
  "atomic_forces_ev_per_a": [[-0.54, -1.19, 0.51], [0.65, -0.53, -0.45], [-0.51, 0.83, 0.30], [0.30, 0.21, -1.70], [-0.99, -0.21, 1.23], [0.98, -0.17, -0.35], [-0.71, 0.25, 0.65], [0.17, 0.36, -0.07], [0.07, 0.26, -0.13], [0.03, 0.38, -0.20], [0.46, -0.01, 0.13], [-0.29, -0.37, 0.38], [0.41, 0.07, 0.07], [-0.15, -0.06, -0.21], [0.14, 0.20, -0.14], [-1.10, 0.43, -0.49], [0.51, -0.13, 0.37], [-0.37, -0.10, 1.36], [0.29, -0.05, -0.48], [0.04, -0.06, -0.79], [0.40, -0.02, 0.23], [0.07, -0.27, 0.17], [0.42, 0.07, -0.02], [-0.48, -0.08, -0.28], [0.26, 0.21, -0.06], [0.15, -0.02, 0.12], [-0.22, 0.01, -0.14]],
  "lowdin_charge": [-0.0425, -0.2720, -0.0644, -0.0836, -0.1075, -0.0935, -0.0548, 0.0696, 0.0786, 0.0751, 0.1028, 0.0823, 0.0978, 0.0975, 0.1091, -0.0892, -0.1862, -0.5585, 0.1558, 0.0485, 0.0799, 0.0683, 0.0663, 0.1056, 0.1163, 0.1096, 0.0890]
}